The following is a DFT calculation (wB97M-V/def2-TZVPD) of a structure of composition C20H60F4InN2O18S4 in a non-equilibrium geometry.

XYZ file:
```
109
C20H60F4InN2O18S4 (wB97M-V/def2-TZVPD)
In 3.236 0.951 -0.909
N 4.023 2.422 1.590
S 5.096 3.437 2.087
O 6.437 2.884 2.170
O 4.778 4.652 2.752
F 5.274 4.153 0.650
S 3.208 2.442 3.065
O 2.055 3.392 3.213
O 3.914 1.949 4.257
F 2.475 1.046 2.604
N 0.628 0.410 0.258
S -0.528 -0.826 -0.079
O -1.348 -0.624 -1.264
O -1.273 -1.429 1.058
F 0.539 -1.974 -0.422
S -0.442 1.145 1.076
O -0.609 0.814 2.546
O -1.552 1.691 0.310
F 0.477 2.439 1.254
C 0.559 1.748 5.671
C -0.737 2.351 5.163
O -1.768 1.377 4.946
H 0.796 0.729 5.367
H 0.463 1.817 6.755
H 1.468 2.274 5.380
H -0.509 2.910 4.255
H -1.130 3.064 5.888
H -1.449 0.813 4.238
C -2.701 -3.949 -3.725
C -2.691 -2.605 -4.422
O -1.547 -1.964 -3.965
H -1.792 -4.532 -3.869
H -3.534 -4.605 -3.980
H -2.872 -3.783 -2.662
H -3.522 -2.021 -4.027
H -2.726 -2.826 -5.489
H -1.539 -1.778 -3.023
C 4.964 -2.741 2.211
C 4.429 -2.694 0.842
O 3.309 -1.770 0.806
H 4.202 -2.909 2.973
H 5.637 -1.891 2.319
H 5.569 -3.644 2.300
H 4.203 -3.712 0.524
H 5.283 -2.347 0.259
H 2.529 -2.187 1.178
C -4.295 0.664 -1.023
C -5.901 0.522 -0.948
O -6.315 1.731 -1.653
H -3.964 -0.263 -0.555
H -3.922 1.569 -0.544
H -3.801 0.693 -1.995
H -6.252 0.308 0.061
H -6.276 -0.349 -1.486
H -6.458 1.549 -2.585
C 1.751 -3.695 -3.048
C 3.058 -3.172 -2.496
O 3.064 -1.730 -2.664
H 1.811 -4.758 -3.285
H 1.598 -3.297 -4.050
H 0.880 -3.398 -2.463
H 3.925 -3.576 -3.018
H 3.260 -3.595 -1.512
H 3.356 -1.588 -3.567
C 2.445 5.211 -0.004
C 2.882 4.697 -1.358
O 1.992 3.565 -1.605
H 2.525 4.494 0.812
H 1.416 5.569 -0.051
H 3.057 6.033 0.365
H 3.905 4.357 -1.521
H 2.691 5.565 -1.989
H 1.250 3.911 -2.106
C -0.227 2.320 -4.527
C -0.356 1.420 -3.278
O 0.954 0.827 -3.107
H 0.548 3.086 -4.491
H -1.112 2.891 -4.810
H -0.154 1.661 -5.392
H -1.106 0.664 -3.510
H -0.828 1.953 -2.452
H 0.950 0.132 -3.769
C -4.267 4.318 -1.198
C -3.237 4.045 -2.224
O -2.019 4.512 -1.637
H -4.330 5.366 -0.906
H -3.885 3.794 -0.322
H -5.230 3.908 -1.503
H -3.477 4.482 -3.193
H -3.119 2.992 -2.483
H -1.929 4.004 -0.827
C 1.118 -4.812 0.275
C 1.080 -4.430 1.788
O 1.462 -3.136 2.161
H 0.341 -4.409 -0.373
H 1.003 -5.895 0.219
H 2.059 -4.644 -0.249
H 1.966 -4.952 2.148
H 0.205 -4.904 2.233
H 0.924 -2.955 2.936
C -3.275 -3.967 3.227
C -2.994 -2.532 3.723
O -1.633 -2.112 3.798
H -2.972 -3.957 2.180
H -4.319 -4.277 3.264
H -2.595 -4.676 3.700
H -3.422 -2.333 4.706
H -3.555 -1.844 3.092
H -1.531 -1.658 2.959
```

Calculated values
HOMO-LUMO gap (spin up / spin down) ... 9.36 / 3.45 eV
Calculated total energy ... -120920.63567 eV
Energy above the lowest of the compared OMol25 structures with the same formula, charge and spin ... 0.00 kJ/mol
Spin multiplicity ... 2
Charge ... 0

Here are the Mulliken charges for atoms 1 to 99, given in e:
1. In 1.107
2. N 0.151
3. S 0.818
4. O -0.652
5. O -0.504
6. F -0.325
7. S 0.668
8. O -0.563
9. O -0.539
10. F -0.086
11. N 0.553
12. S 0.197
13. O -0.304
14. O -0.529
15. F -0.148
16. S -0.137
17. O -0.428
18. O -0.184
19. F -0.272
20. C -0.780
21. C 0.060
22. O -0.146
23. H 0.305
24. H 0.358
25. H 0.161
26. H 0.130
27. H 0.437
28. H 0.552
29. C -1.023
30. C -0.136
31. O -0.429
32. H 0.221
33. H 0.408
34. H 0.207
35. H 0.199
36. H 0.325
37. H 0.204
38. C -1.371
39. C -0.247
40. O 0.263
41. H 0.246
42. H 0.311
43. H 0.420
44. H 0.202
45. H 0.410
46. H -0.122
47. C -0.128
48. C -0.683
49. O -0.510
50. H 0.241
51. H -0.059
52. H 0.168
53. H 0.322
54. H 0.335
55. H 0.284
56. C -0.963
57. C 0.160
58. O -0.400
59. H 0.441
60. H 0.403
61. H 0.042
62. H 0.507
63. H -0.388
64. H 0.223
65. C -0.960
66. C -0.295
67. O -0.290
68. H 0.047
69. H 0.394
70. H 0.365
71. H 0.338
72. H 0.285
73. H 0.104
74. C -1.492
75. C 0.138
76. O -0.203
77. H 0.310
78. H 0.340
79. H 0.425
80. H 0.165
81. H 0.111
82. H 0.187
83. C -0.915
84. C 0.345
85. O -0.534
86. H 0.306
87. H 0.151
88. H 0.224
89. H 0.441
90. H -0.247
91. H 0.267
92. C -0.713
93. C -0.452
94. O -0.455
95. H 0.135
96. H 0.524
97. H -0.085
98. H 0.320
99. H 0.443